160
Properties=species:S:1:pos:R:3:forces:R:3 method="wB97M-V/def2-TZVPD" spin_multiplicity=2 charge=+2 lumo_energy_ev="-8.40 / -8.40" s2=0.755 homo_ev="-11.58 / -12.42"
O 0.7894 1.2300 -0.6022 1.766 1.465 0.244
C -0.0743 0.2410 -0.5836 -1.832 -4.062 -0.453
O 0.3554 -0.9359 -0.5434 0.429 0.615 0.533
O -1.2798 0.5892 -0.7004 -0.626 0.381 0.182
H 0.1738 1.8812 -0.9464 0.401 1.445 -0.116
C -2.5954 -0.0268 4.8008 0.317 -0.910 0.023
C -1.1981 0.5265 4.5999 -0.727 1.092 -0.944
C -1.1959 1.9913 4.0628 -0.065 -0.579 0.661
C -1.6726 2.0374 2.6129 0.401 1.695 -0.309
N -1.7654 3.4943 2.0275 -2.145 0.933 -0.950
C -2.9379 4.3981 2.6333 0.711 0.707 0.583
C -3.2496 5.4901 1.6071 0.034 -0.116 -0.488
C -3.1803 4.7244 0.2929 0.074 -0.806 -0.142
C -2.4213 3.4217 0.5757 1.241 -0.971 0.811
C -0.4010 4.1448 1.9129 0.226 -0.482 0.970
H -3.1515 0.4118 5.6293 0.074 0.002 -0.071
H -2.3386 -1.0649 5.0117 -0.815 -0.263 0.404
H -3.2083 -0.0676 3.9003 0.002 0.273 -0.025
H -0.7611 -0.1153 3.8350 0.569 -0.073 0.149
H -0.6927 0.4302 5.5609 0.378 0.181 -0.224
H -0.2039 2.4222 4.1983 0.154 0.031 -0.380
H -1.8244 2.5606 4.7476 -0.305 0.200 -0.222
H -2.6458 1.5809 2.4325 0.023 0.144 0.290
H -0.9667 1.5551 1.9368 0.006 -0.164 -0.042
H -2.7912 4.7793 3.6439 0.855 -0.142 -0.055
H -3.8570 3.8207 2.7329 0.374 -0.744 -0.337
H -2.6410 6.3892 1.5098 0.532 -0.310 0.743
H -4.2617 5.8791 1.7188 0.001 -0.170 0.444
H -2.7239 5.3219 -0.4963 -0.175 -0.301 -0.074
H -4.1966 4.4085 0.0573 0.048 0.215 -0.541
H -1.6197 3.1048 -0.0915 -0.129 0.396 -0.145
H -3.0458 2.5351 0.6852 -0.326 0.247 -0.235
H 0.0210 4.2341 2.9139 -0.230 0.221 0.103
H -0.3221 5.1048 1.4029 -0.831 -0.140 0.016
H 0.2742 3.4697 1.3871 -0.349 -0.243 -0.275
C 5.4287 -3.9726 -1.8034 -0.368 -0.463 -0.761
C 5.0767 -2.5559 -1.4774 0.086 0.606 1.181
C 4.7952 -1.5932 -2.6258 -0.670 -0.971 0.684
C 4.0995 -0.3807 -2.0089 1.210 0.023 -2.181
N 3.6846 0.6146 -3.0609 -1.044 0.259 -0.211
C 4.7981 1.0949 -4.0047 0.340 -0.197 0.144
C 4.6241 2.6123 -4.1087 -0.106 -1.240 -0.195
C 4.3160 2.9200 -2.6907 -1.159 1.119 1.886
C 3.2703 1.8558 -2.2215 -0.166 1.189 -2.363
C 2.4873 0.1121 -3.8857 -0.045 0.501 0.538
H 6.1794 -4.0105 -2.5927 0.315 -0.021 0.196
H 4.5731 -4.4973 -2.2284 -0.116 -0.166 0.178
H 5.7812 -4.4971 -0.9153 0.005 -0.104 -0.177
H 5.8537 -2.2094 -0.7960 0.530 0.595 -0.379
H 4.2259 -2.4751 -0.8008 -0.521 -0.556 -0.039
H 4.1016 -2.1104 -3.2887 -0.047 0.003 -0.204
H 5.7103 -1.4074 -3.1880 -0.092 0.441 0.043
H 4.8661 0.1579 -1.4517 -0.353 0.016 0.625
H 3.1581 -0.5845 -1.4987 0.310 -0.345 0.447
H 4.7446 0.5553 -4.9503 -0.009 -0.129 0.218
H 5.7126 0.8501 -3.4644 0.177 0.046 -0.311
H 3.7710 2.8087 -4.7581 -0.164 0.215 0.102
H 5.4443 3.2197 -4.4914 0.257 -0.573 -0.030
H 3.9531 3.9476 -2.6706 -0.622 -0.157 0.467
H 5.1538 2.9525 -1.9942 0.481 -0.374 -0.349
H 2.2999 2.1266 -2.6376 -0.019 0.268 0.206
H 3.0831 1.6191 -1.1741 0.554 -0.020 -0.237
H 2.6666 -0.7801 -4.4857 0.593 0.133 0.218
H 2.1708 0.9253 -4.5389 0.201 0.013 0.008
H 1.6541 -0.1022 -3.2165 0.151 0.022 0.271
C -6.6235 -2.3089 -0.3877 -0.930 0.554 0.542
C -6.2656 -0.8505 -0.4329 0.467 1.325 -1.484
C -5.6617 -0.4514 -1.8262 1.534 0.535 1.205
C -4.8443 0.9098 -1.7180 -1.622 -1.272 -2.056
N -4.3124 1.2489 -3.1968 -0.508 3.783 2.257
C -3.2995 2.4416 -3.1415 0.536 -0.650 0.686
C -2.5607 2.3319 -4.4241 1.066 0.386 -2.052
C -2.7688 0.8998 -4.9600 -0.159 -0.838 -0.080
C -3.4200 0.1922 -3.7761 -2.184 -0.146 0.332
C -5.5409 1.7636 -4.0760 0.932 -1.133 0.810
H -5.9107 -2.9751 -0.8736 -0.051 0.043 0.273
H -7.6061 -2.3620 -0.8565 0.065 -0.619 -0.155
H -6.7757 -2.4966 0.6752 0.071 -0.817 -0.103
H -5.5776 -0.5472 0.3562 0.483 -0.235 -0.072
H -7.1414 -0.2379 -0.2187 -0.238 -0.036 -0.119
H -6.3249 -0.4137 -2.6904 -0.586 0.149 0.521
H -4.9884 -1.2669 -2.0902 0.340 0.046 0.139
H -4.0851 0.9444 -0.9366 0.617 -0.395 -0.689
H -5.5894 1.6533 -1.4350 0.151 0.427 -0.428
H -3.6917 3.4340 -2.9189 -0.595 -0.373 -0.114
H -2.4725 2.2552 -2.4563 -0.837 -0.535 1.109
H -2.8419 3.1495 -5.0879 -0.123 -0.396 -0.482
H -1.4858 2.4599 -4.2963 -0.098 0.300 0.370
H -3.3542 0.8369 -5.8773 -0.558 0.203 0.273
H -1.8929 0.3315 -5.2730 0.452 0.427 0.409
H -4.1436 -0.6125 -3.9066 0.600 -0.417 -0.897
H -2.8179 -0.0959 -2.9144 0.688 0.085 -0.310
H -5.2459 2.1109 -5.0662 0.411 -0.474 0.132
H -6.0385 2.6153 -3.6122 0.353 -0.211 0.503
H -6.2280 0.9184 -4.1152 0.053 0.258 -0.342
C 3.6798 2.5936 3.1820 -0.110 0.107 0.141
C 3.2000 1.1691 3.5665 -0.276 -0.243 -1.275
C 2.1263 0.6180 2.5747 -0.214 1.232 -0.799
C 1.8909 -0.8647 2.6022 0.989 0.318 0.486
C 3.2448 -1.4582 2.1785 -1.648 -0.700 -0.239
C 4.4468 -1.2485 3.0731 -0.542 0.371 -1.491
N 4.4331 0.2618 3.4651 6.377 -0.271 5.614
O 5.5335 0.5540 4.1635 -6.667 -0.707 -4.477
C 5.6814 -1.5661 2.1886 0.131 -0.476 0.656
C 4.2560 -2.1097 4.3087 -0.115 -0.640 1.907
C 2.6664 1.0182 4.9791 0.574 -0.168 1.691
H 2.8230 3.2632 3.1074 -0.184 -0.176 0.176
H 4.1576 2.6494 2.2039 -0.086 -0.479 -0.131
H 4.3917 3.0560 3.8658 -0.144 -0.349 0.330
H 2.3991 0.9728 1.5809 0.094 -0.245 -0.290
H 1.1558 1.0913 2.7239 0.202 0.559 0.574
H 1.1063 -1.1909 1.9195 0.152 0.258 -0.308
H 1.5173 -1.0686 3.6056 0.319 -0.709 0.148
H 3.4103 -1.0111 1.1983 0.222 -0.244 -0.166
H 3.1051 -2.5327 2.0601 0.349 -0.105 -0.198
H 5.5809 -1.2261 1.1579 0.093 0.831 0.343
H 5.7001 -2.6405 2.0061 -0.233 -0.233 0.489
H 6.6334 -1.3405 2.6692 -0.081 0.311 -0.202
H 4.6907 -1.9247 5.2910 1.052 0.986 -0.416
H 4.5995 -3.1307 4.1426 -0.168 0.037 -0.615
H 3.2296 -2.1602 4.6722 -0.424 -0.059 -0.864
H 3.4513 1.1761 5.7187 0.035 0.844 -0.027
H 2.3107 0.0570 5.3501 -0.107 -0.489 -1.026
H 1.8084 1.6717 5.1365 0.314 0.376 -0.171
C -3.2261 -5.2924 0.3884 -0.252 0.785 -0.014
C -2.3048 -4.0392 0.1062 0.190 -0.140 -0.866
C -1.9418 -3.3267 1.3619 1.141 -0.090 1.579
C -1.0669 -4.1633 2.2605 0.554 -0.562 -0.062
C 0.2830 -4.4092 1.5746 0.745 0.751 -0.346
C 0.2431 -5.0306 0.1223 -0.303 -1.101 0.847
N -0.9653 -4.5176 -0.5449 -2.271 -0.595 -5.171
O -1.1232 -4.8930 -1.9353 0.684 1.459 5.638
C 0.1114 -6.5959 0.3300 -0.492 -0.212 -0.523
C 1.5022 -4.6357 -0.7115 0.348 -0.220 0.273
C -2.9438 -2.8705 -0.7264 -0.147 -1.492 -0.242
H -3.6547 -5.8069 -0.4717 0.743 0.074 -0.392
H -4.1362 -5.0293 0.9274 0.004 0.696 0.217
H -2.7611 -6.0121 1.0622 0.305 -0.006 -0.373
H -2.7593 -2.9399 1.9704 -0.588 -0.271 -0.466
H -1.3359 -2.4534 1.1205 0.005 0.236 -0.345
H -1.4972 -5.1315 2.5164 -0.274 0.030 0.021
H -0.9761 -3.6184 3.2002 0.513 -0.114 0.169
H 0.9711 -4.9431 2.2300 -0.157 -0.687 -0.162
H 0.8077 -3.4577 1.4885 -0.205 0.497 -0.249
H -0.7042 -6.9050 0.9838 0.035 0.694 0.670
H 1.0039 -7.0973 0.7045 0.231 0.423 0.028
H -0.2233 -7.1731 -0.5319 0.496 0.543 -0.742
H 1.7092 -3.5655 -0.7096 -0.465 0.221 0.188
H 1.5539 -4.9414 -1.7565 -0.900 -0.175 0.028
H 2.4054 -5.1039 -0.3203 -0.049 -0.178 0.595
H -3.7239 -2.4065 -0.1229 -0.241 -0.311 0.141
H -3.3890 -3.3075 -1.6202 0.065 0.395 -0.271
H -2.2553 -2.0489 -0.9238 0.425 -0.384 -0.226
P 0.0625 4.8978 -2.3389 1.729 -0.089 -2.629
F -0.1323 3.3816 -1.8073 -0.334 -0.593 0.422
F 0.4622 4.2571 -3.8067 -1.046 0.028 -0.147
F -1.5088 4.9177 -2.7710 0.204 -0.004 0.612
F 0.2517 6.3672 -2.8980 -0.119 0.097 0.375
F -0.2256 5.4196 -0.8425 0.009 0.082 -0.148
F 1.6938 4.7532 -2.1036 -0.592 0.403 1.431


50
Properties=species:S:1:pos:R:3:forces:R:3 method="wB97M-V/def2-TZVPD" spin_multiplicity=1 de_lowest_kj_mol=45.98 lumo_energy_ev=-0.31 homo_ev=-8.72
Cs -0.5233 -2.9873 -0.3336 0.083 0.025 0.048
O 1.4887 -6.8411 -3.4399 0.244 0.323 -0.607
C 2.1070 -5.8104 -4.0638 -0.369 -0.804 -0.107
O 2.3361 -5.8386 -5.2494 -0.035 -0.150 0.337
C 2.4668 -4.6691 -3.2265 -0.414 -0.563 -0.084
C 3.0216 -3.5433 -3.7496 0.230 0.658 -1.209
N 3.1656 -2.6868 -2.7412 -0.489 -0.408 0.724
N 2.7118 -3.2011 -1.5564 0.049 0.488 -0.159
C 2.2818 -4.4150 -1.8505 0.859 0.069 0.424
C 1.7654 -5.3298 -0.7335 -0.838 0.403 -1.214
O 0.5285 -5.5731 -0.8870 -0.675 -0.100 -0.258
O 2.5039 -5.7173 0.1294 1.236 -0.213 1.152
H 1.2027 -6.5906 -2.5468 -0.196 0.084 0.249
H 3.2546 -3.3096 -4.8011 -0.032 -0.182 0.864
H 3.4283 -1.7327 -2.7756 0.318 0.596 -0.033
O -2.3448 0.8876 -1.8295 0.018 0.136 0.911
S -2.4597 1.3629 -0.4031 0.214 -0.123 -0.352
C -3.5860 2.7720 -0.4295 0.073 0.436 1.268
C -3.7182 3.4623 -1.6155 -0.002 -0.114 -0.934
C -4.7313 4.3904 -1.8307 0.060 0.447 0.000
C -5.6132 4.6527 -0.7733 0.437 -0.302 -0.171
C -5.3917 4.0382 0.4591 -0.124 -0.383 0.587
C -4.3509 3.1180 0.7066 -0.637 0.549 -2.393
C -0.8875 2.2100 -0.0463 0.425 -0.095 -1.026
C 0.1117 2.0423 -1.0331 -0.916 0.508 0.496
C 1.2639 2.8136 -0.9224 0.380 -0.696 -1.173
C 1.4478 3.6550 0.1278 0.195 0.320 1.562
C 0.5292 3.6832 1.1715 -0.675 0.137 0.291
C -0.6770 3.0019 1.0845 0.204 -0.540 -0.714
H -3.0491 3.2074 -2.4355 -0.126 -0.061 0.124
H -4.7790 4.8967 -2.8219 -0.196 -0.441 0.993
H -6.4828 5.2994 -0.8781 0.292 -0.075 -0.098
H -6.1371 4.2060 1.2374 0.370 0.119 -0.001
H -4.2450 2.6451 1.6545 0.063 -0.361 0.494
H -0.0971 1.4186 -1.9033 0.076 0.145 0.311
H 2.0744 2.7715 -1.6561 -0.501 -0.187 -0.007
H 2.3602 4.2243 0.2138 0.070 0.118 -0.033
H 0.6815 4.2466 2.0789 0.316 0.290 -0.065
H -1.4287 3.0732 1.8613 0.045 0.057 0.000
Br 0.5952 0.2176 6.7771 0.066 0.097 -0.141
C 1.2689 -0.3715 5.1127 0.335 0.015 0.050
C 2.5955 -0.7531 4.9748 0.048 0.083 1.543
C 2.9891 -1.3462 3.8225 0.280 -0.349 -1.425
C 2.0730 -1.4636 2.7879 -0.132 -0.661 -0.304
N 0.8295 -1.0275 2.8574 -0.513 0.230 0.448
C 0.4410 -0.4885 4.0292 -0.448 0.032 -0.667
H 3.2570 -0.6639 5.8264 0.093 0.036 -0.048
H 3.9635 -1.7563 3.6111 0.280 0.120 0.468
H 2.3370 -2.0421 1.9009 0.086 0.368 0.010
H -0.5790 -0.1379 4.1084 -0.126 -0.081 -0.133


Number 1: energy -3400.8484 a.u.. Number 2: energy -4381.3563 a.u..